Density functional theory data (the ωB97M-V functional and the def2-TZVPD basis) for C19H28IrN4O2S2 as an isolated structure.

Geometry (Å):
Ir: 0.945 1.335 0.019
S: 0.619 3.704 1.191
S: 1.361 -1.574 -0.524
O: 2.337 -1.897 -1.511
O: 1.807 -0.899 0.701
N: 0.311 -0.394 -1.068
N: 0.626 1.514 -2.104
N: 0.187 0.818 1.964
N: -1.346 1.929 -0.081
C: 1.153 1.832 -4.393
C: 0.950 2.328 -3.134
C: 1.064 0.446 -4.595
C: 0.148 -3.160 1.319
C: -1.542 3.315 -0.492
C: 0.092 -3.895 -0.993
C: -0.614 -5.017 -0.608
C: -0.976 4.270 0.529
C: -2.076 1.473 1.115
C: -1.628 -6.509 1.145
C: -0.552 -4.297 1.682
C: 0.170 3.128 2.858
C: 2.775 2.217 -0.336
C: 0.569 0.199 -2.303
C: 0.464 -2.967 -0.022
C: 0.773 -0.391 -3.541
C: 0.594 1.700 3.066
C: -1.242 0.434 1.844
C: -0.935 -5.243 0.732
H: 1.037 3.386 -2.918
H: 3.393 1.381 -0.670
H: -0.889 3.312 3.019
H: -2.375 -6.812 0.414
H: 1.243 0.032 -5.579
H: 0.724 -1.464 -3.652
H: -0.787 -4.469 2.725
H: -0.911 -5.742 -1.355
H: 3.178 2.640 0.578
H: 0.486 -2.454 2.065
H: 0.202 1.339 4.021
H: -1.666 0.241 2.831
H: -2.598 3.540 -0.666
H: -1.266 -0.497 1.276
H: -1.595 1.335 -0.868
H: 1.376 2.505 -5.207
H: 1.682 1.650 3.118
H: -3.035 1.026 0.851
H: -0.896 -7.317 1.209
H: 0.376 -3.749 -2.027
H: -0.784 5.231 0.053
H: -2.291 2.328 1.752
H: -1.014 3.449 -1.435
H: 0.732 -0.042 2.060
H: -2.095 -6.409 2.123
H: 0.722 3.747 3.565
H: -1.636 4.457 1.375
H: 2.656 2.956 -1.122

As for the orbital gap (spin up / spin down): 0.267 / 0.263 Eh. The value obtained for the total energy is -2010.4061 Ha. The net charge is +2. Its expectation value of S² is 0.754. The multiplicity is 2. Its energy above the lowest of the compared OMol25 structures with the same formula, charge and spin is 2.019 eV.

Results of the Löwdin charge analysis, in e, for atoms 1 through 8: Ir 1.34; S 1.02; S 0.66; O -0.23; O -0.39; N -0.17; N -0.05; N -0.20